The following is a quantum chemistry calculation of a cluster of 5 separate species, C2H13NO5 in total at a distorted geometry, from the Open Molecules 2025 dataset.

As for the SMILES: CC(N)=O.O.O.O.O. The value obtained for the energy is -514.96949 Eh. The max |F| is 1.5 eV/Å. The orbital gap is 11.0 eV.

```
21
Properties=species:S:1:pos:R:3:forces:R:3
C 0.297991 -0.294672 2.851540 1.0402 -1.0003 -0.4691
C 1.443998 -0.812312 1.982601 -0.4957 0.1256 0.1281
N 2.561916 -1.225394 2.615197 0.7300 -0.0506 0.4340
O 1.293885 -0.933855 0.775486 0.6641 0.0471 -0.0604
H -0.253433 -1.244020 2.948959 -0.5163 0.7292 0.4409
H -0.226539 0.439258 2.262378 -0.4692 -0.0113 -0.0388
H 0.618087 0.135217 3.800835 -0.0884 -0.2877 -0.0111
H 3.414594 -1.445858 2.128188 -0.3225 -0.1798 -0.4480
H 2.615418 -1.377538 3.606690 -0.3048 0.4027 0.0612
O -2.623964 0.736002 -2.646644 0.5782 0.2231 1.0332
H -2.033198 0.745478 -1.858460 -0.1979 -0.5222 -0.8373
H -3.377803 1.200163 -2.280896 -0.4620 0.1594 -0.2816
O 2.062865 1.064608 -4.952895 -0.0750 -1.1478 -0.5940
H 2.796150 0.823327 -5.532747 0.3412 0.5629 0.1174
H 1.535020 0.258319 -5.102550 -0.2725 0.5929 0.4896
O -0.916611 0.043059 -0.305267 0.5079 -0.0704 -0.4395
H -0.218172 -0.642004 -0.205578 -0.4988 0.0892 0.3363
H -0.337801 0.797081 -0.456109 -0.0946 0.3769 0.0507
O -3.158305 0.883069 1.144532 0.4591 -0.0938 -0.1486
H -2.386270 0.510375 0.661032 -0.5661 0.1443 0.2495
H -3.901675 0.841671 0.537719 0.0431 -0.0893 -0.0124
```
Positions in Å, forces in eV/Å.


The following is a quantum chemistry calculation of the ion C11H14NO4 with charge +1 at a distorted geometry, from the Open Molecules 2025 dataset.

As for the SMILES: CCOCc1c[nH+]ccc1C(=O)OCC=O. The value obtained for the energy is -782.99508 Eh. Its net charge is +1. The max |F| is 1.4 eV/Å. The orbital gap is 7.9 eV.

```
30
Properties=species:S:1:pos:R:3:forces:R:3
C -2.482312 -1.672634 -1.149992 -0.0214 0.3903 -0.3723
C -2.389366 -0.437799 -0.265725 -0.0683 -0.6753 0.1827
O -2.071450 0.733552 -1.010969 0.4239 0.1970 -0.0176
C -0.894832 1.396545 -0.546345 -1.0260 -0.7433 -0.6395
C 0.320197 0.616256 -1.019046 0.0799 0.2942 0.4027
C 0.289484 0.203302 -2.343198 0.2460 0.0394 0.4878
N 1.293324 -0.521427 -2.849406 -0.3952 0.1648 0.0478
C 2.359676 -0.885290 -2.118429 0.1537 0.0234 0.2395
C 2.454014 -0.477154 -0.811157 -0.1676 -0.0980 -0.2433
C 1.434649 0.286470 -0.242471 -0.2425 0.3195 -0.6118
C 1.672355 0.668684 1.196861 0.6476 0.1895 0.3382
O 2.594798 0.169519 1.771582 0.2212 -0.4125 0.3382
O 0.868710 1.568495 1.755245 -0.8228 -0.5171 -0.4748
C 0.617764 1.365889 3.163505 0.2264 0.4773 0.1302
C 0.097800 -0.013044 3.488037 0.1245 -0.3285 -0.0774
O -0.526726 -0.199460 4.483493 -0.3022 0.0087 0.5003
H -3.442937 -1.685509 -1.654273 -0.1378 -0.2104 -0.0294
H -1.733521 -1.656511 -1.939684 0.2188 0.0362 0.0044
H -2.333377 -2.585801 -0.585424 -0.2019 -0.1213 0.1606
H -3.345664 -0.295429 0.230664 -0.1107 0.2183 0.0765
H -1.663648 -0.630828 0.529618 0.2311 0.2566 -0.0053
H -0.955049 1.482651 0.525637 0.2947 0.2790 0.1787
H -0.908947 2.365936 -1.034040 0.1124 0.2794 0.1839
H -0.548724 0.464792 -2.965497 -0.0633 -0.1293 -0.2620
H 1.214641 -0.814220 -3.816069 0.1642 -0.0528 -0.0282
H 3.112536 -1.488545 -2.593449 0.0601 -0.0692 -0.1697
H 3.299685 -0.756605 -0.207903 0.1559 -0.0454 0.0351
H -0.152375 2.074272 3.441244 -0.0793 0.1871 -0.0901
H 1.504987 1.589671 3.749728 0.1728 -0.1170 0.0161
H 0.314308 -0.865778 2.817461 0.1056 0.1594 -0.3014
```
Positions in Å, forces in eV/Å.


Computed values of relative energy (zero: lowest compared OMol25 entry of this formula, charge and spin) (unit: eV) for the preceding records, in sequence: 0.735, 1.383.
Computed values of LUMO energy (unit: eV) for the preceding records, in sequence: 0.54, -5.26.